Below is C56H48BF2OP3SSiY as an isolated structure, with properties calculated with the ωB97M-V functional and the def2-TZVPD basis.

```
114
Properties=species:S:1:pos:R:3:forces:R:3:mulliken_charge:R:1
Y -0.420661 0.766351 1.059148 0.0 0.1 -0.6 -0.69
C 5.655111 3.588947 -1.896333 0.0 0.0 0.0 -0.64
C 5.028550 4.215869 -0.831081 0.0 0.0 0.0 -0.78
C 4.065448 3.541734 -0.091260 0.0 0.0 0.0 -0.49
C 3.731969 2.233799 -0.421853 0.0 0.0 0.0 0.12
C 4.363474 1.602040 -1.495474 0.0 0.0 0.0 -0.56
C 5.323761 2.279601 -2.226776 0.0 0.0 0.0 -0.73
P 2.435479 1.288907 0.420623 -0.1 0.0 0.2 3.37
C 1.938603 2.295265 1.862773 0.1 0.1 0.0 -0.39
C 0.929517 3.235913 1.591926 0.0 0.0 0.1 -0.33
C 0.351919 3.975706 2.616052 0.0 0.0 0.0 -0.44
C 0.781430 3.788699 3.922917 0.0 0.0 0.0 -0.95
C 1.783448 2.867144 4.200120 0.0 0.0 0.0 -0.34
C 2.355410 2.117915 3.181316 0.0 0.0 0.0 -1.47
C 3.279214 -0.198884 1.043649 -0.1 0.0 -0.1 0.19
C 4.499669 -0.144939 1.711383 0.0 0.0 0.0 -0.43
C 5.083750 -1.310361 2.180081 0.0 0.0 0.0 -1.01
C 4.454790 -2.527868 1.954255 0.0 0.0 0.0 -0.76
C 3.259570 -2.582404 1.249038 0.0 0.0 0.0 -0.16
C 2.641254 -1.424614 0.769427 0.0 0.0 0.0 0.13
Si 0.993437 -1.312986 -0.217673 0.0 0.0 0.1 0.00
C 1.603777 -0.915647 -1.978903 0.0 0.0 0.0 0.18
C 2.650111 -1.618902 -2.581494 0.0 0.0 0.0 -0.74
C 3.140959 -1.261499 -3.827598 0.0 0.0 0.0 -0.87
C 2.598843 -0.171731 -4.497721 0.0 0.0 0.0 -1.03
C 1.565702 0.546812 -3.919935 0.0 0.0 0.0 0.04
C 1.059744 0.176043 -2.672863 0.0 0.1 0.0 -0.24
P -0.332913 1.084268 -1.904577 0.0 0.0 0.1 2.91
C -1.796563 0.592642 -2.881165 0.0 0.0 0.1 0.83
C -1.720355 -0.070880 -4.102710 0.0 0.0 0.0 -0.89
C -2.869975 -0.297220 -4.847755 0.0 0.0 0.0 -0.76
C -4.100329 0.145040 -4.388244 0.0 0.0 0.0 -0.94
C -4.191513 0.779771 -3.157729 0.0 0.0 0.0 -0.89
C -3.049442 0.982230 -2.401977 0.0 0.0 0.0 -0.15
C -0.080379 2.830450 -2.415337 0.0 0.0 0.1 0.30
C -1.158314 3.682480 -2.643819 0.0 0.0 0.0 -0.69
C -0.946374 5.032319 -2.883907 0.0 0.0 0.0 -0.75
C 0.339729 5.550924 -2.891940 0.0 0.0 0.0 -0.85
C 1.420130 4.710574 -2.663340 0.0 0.0 0.0 -0.75
C 1.209528 3.361788 -2.425351 0.0 -0.1 0.0 -0.12
C 0.168095 -3.028093 -0.218527 0.0 0.0 0.0 1.02
C 0.812910 -4.197464 -0.642501 0.0 0.0 0.0 -0.18
C 0.161231 -5.416723 -0.681978 0.0 0.0 0.0 -1.02
C -1.178117 -5.496757 -0.317925 0.0 0.0 0.0 -1.07
C -1.847549 -4.355606 0.081511 0.0 0.0 0.0 -0.55
C -1.181867 -3.126819 0.153474 0.0 0.0 0.0 -0.63
P -2.113264 -1.616926 0.627030 -0.1 0.0 0.0 2.48
C -3.609923 -1.772514 -0.419407 0.0 0.0 0.0 0.44
C -4.839880 -1.287196 0.017094 0.0 0.0 0.0 -0.79
C -5.966447 -1.417917 -0.781887 0.0 0.0 0.0 -0.75
C -5.873410 -2.027948 -2.023776 0.0 0.0 0.0 -0.73
C -4.643718 -2.482214 -2.477849 0.0 0.0 0.0 -0.72
C -3.515436 -2.347632 -1.685974 0.0 0.0 0.0 -0.23
C -2.758176 -1.931759 2.318340 0.0 0.0 0.0 0.99
C -3.245268 -0.814800 3.001819 0.0 0.0 0.0 -0.21
C -3.737354 -0.928054 4.293541 0.0 0.0 0.0 -0.88
C -3.730976 -2.160958 4.931816 0.0 0.0 0.0 -0.89
C -3.236184 -3.274666 4.268134 0.0 0.0 0.0 -0.34
C -2.755500 -3.162614 2.969582 0.0 0.0 0.0 -1.21
H 6.404202 4.118603 -2.469944 0.0 0.0 0.0 0.43
H 5.287902 5.233568 -0.569931 0.0 0.0 0.0 0.45
H 3.577354 4.040851 0.736271 0.0 0.0 0.0 0.39
H 4.096680 0.584780 -1.762252 0.0 0.0 0.0 0.33
H 5.811592 1.788147 -3.058402 0.0 0.0 0.0 0.47
H 0.599722 3.402102 0.563184 0.0 0.0 0.0 0.53
H -0.432818 4.683685 2.384936 0.0 0.0 0.0 0.59
H 0.333201 4.360474 4.724533 0.0 0.0 0.0 0.43
H 2.126009 2.732863 5.218734 0.0 0.0 0.0 0.54
H 3.125712 1.392317 3.410296 0.0 0.0 0.0 0.43
H 4.996825 0.808204 1.856909 0.0 0.0 0.0 0.59
H 6.027918 -1.272659 2.707504 0.0 0.0 0.0 0.43
H 4.913536 -3.442536 2.309661 0.0 0.0 0.0 0.48
H 2.807292 -3.550155 1.061280 0.0 0.0 0.0 0.34
H 3.110778 -2.449250 -2.056374 0.0 0.0 0.0 0.16
H 3.953838 -1.821567 -4.272715 0.0 0.0 0.0 0.46
H 2.981893 0.119246 -5.467431 0.0 0.0 0.0 0.45
H 1.154091 1.404112 -4.439249 0.0 0.0 0.0 0.51
H -0.767794 -0.413848 -4.481899 0.0 0.0 0.0 0.35
H -2.797197 -0.811503 -5.797488 0.0 0.0 0.0 0.44
H -4.991702 -0.021673 -4.979452 0.0 0.0 0.0 0.42
H -5.152423 1.098547 -2.776182 0.0 0.0 0.0 0.49
H -3.131441 1.450977 -1.429312 0.0 0.0 0.0 0.04
H -2.170202 3.300042 -2.638931 0.0 0.0 0.0 0.38
H -1.793672 5.681012 -3.063135 0.0 0.0 0.0 0.47
H 0.498678 6.604564 -3.080758 0.0 0.0 0.0 0.40
H 2.431119 5.098328 -2.674566 0.0 0.0 0.0 0.52
H 2.061966 2.716425 -2.266082 0.0 0.0 0.0 0.34
H 1.846005 -4.148270 -0.968186 0.0 0.0 0.0 0.26
H 0.685143 -6.303366 -1.016088 0.0 0.0 0.0 0.46
H -1.701783 -6.442611 -0.367343 0.0 0.0 0.0 0.45
H -2.904853 -4.412138 0.311258 0.0 0.0 0.0 0.68
H -4.932584 -0.816260 0.986716 0.0 0.0 0.0 0.34
H -6.920194 -1.049178 -0.427370 0.0 0.0 0.0 0.44
H -6.755799 -2.141178 -2.640255 0.0 0.0 0.0 0.42
H -4.559681 -2.941060 -3.454499 0.0 0.0 0.0 0.43
H -2.561192 -2.702830 -2.054478 0.0 0.0 0.0 0.37
H -3.252371 0.156169 2.514578 0.0 0.0 0.0 0.19
H -4.125276 -0.053215 4.799468 0.0 0.0 0.0 0.47
H -4.113905 -2.255064 5.939752 0.0 0.0 0.0 0.41
H -3.233323 -4.240129 4.758273 0.0 0.0 0.0 0.46
H -2.367886 -4.043200 2.476515 0.0 0.0 0.0 0.43
F -3.833865 2.069714 1.083013 0.0 0.0 0.0 -0.20
B -2.530146 2.362327 0.873564 0.1 -0.1 0.1 1.10
F -2.376789 3.665124 0.544730 0.0 0.1 0.0 -0.25
C 0.165300 -0.811239 5.488256 0.0 -0.1 0.0 -1.00
S 0.985577 -0.968889 3.912780 -0.1 0.0 -0.1 0.52
C 0.675968 -2.699288 3.623462 0.0 0.0 0.1 -0.22
O 0.032858 -0.238065 2.966992 0.1 0.0 0.2 -0.94
H -0.873288 -1.121066 5.366845 0.0 0.0 0.0 0.13
H 0.224522 0.232433 5.788235 0.0 0.0 0.0 0.37
H 0.687687 -1.438305 6.210604 0.0 0.0 0.0 0.47
H 1.351770 -3.264188 4.266211 0.0 0.0 0.0 0.62
H 0.905883 -2.900604 2.579116 0.0 0.0 0.0 -0.23
H -0.367513 -2.919918 3.840236 0.0 0.0 0.0 -0.02
```
Forces are in eV/Å.

Computed properties:
E_tot ... -4212.67747 a.u.
F_max ... 0.6 eV/Å
Total charge ... +1

=====

Below is C56H48P3SSiZn as an isolated structure, with properties calculated with the ωB97M-V functional and the def2-TZVPD basis.

```
110
Properties=species:S:1:pos:R:3:forces:R:3:mulliken_charge:R:1
Zn 0.004904 -0.552364 0.204059 -0.1 0.4 0.4 0.63
C -1.005570 2.220390 5.891541 0.0 0.0 0.0 -0.80
C -0.577428 3.142234 4.947951 0.0 0.0 0.0 -0.79
C -0.685769 2.866834 3.588318 -0.1 0.1 0.1 -0.85
C -1.254852 1.671914 3.161673 0.1 -0.2 0.2 0.27
C -1.627890 0.721515 4.120177 0.1 0.0 0.1 -0.56
C -1.517676 0.995798 5.475510 0.0 0.0 -0.1 -0.73
P -1.461844 1.177020 1.425896 0.0 0.3 -0.5 1.37
C -3.285748 1.139079 1.165889 0.0 -0.1 0.0 0.78
C -4.210055 0.989574 2.194203 -0.1 0.1 0.0 -0.48
C -5.574670 0.946463 1.917812 0.1 0.0 0.0 -0.69
C -6.027596 1.045521 0.610650 0.0 0.0 0.0 -0.67
C -5.109438 1.195840 -0.424200 0.1 0.0 0.0 -0.63
C -3.750106 1.238836 -0.149157 0.0 0.0 0.0 -0.56
C -1.096239 2.662643 0.406701 -0.1 0.1 0.2 0.04
C -1.668658 3.884099 0.793668 0.0 -0.1 0.0 -0.29
C -1.455161 5.034868 0.062916 0.0 0.0 -0.1 -1.04
C -0.646944 4.985717 -1.070273 0.0 -0.1 0.0 -0.94
C -0.117272 3.775176 -1.479562 0.0 0.0 0.1 -0.09
C -0.361072 2.576496 -0.779481 0.1 0.4 -0.2 0.26
Si 0.188723 0.931805 -1.542174 -0.2 -0.3 0.2 1.59
C 2.041717 1.176283 -1.762732 0.3 0.0 -0.2 0.80
C 2.597223 1.848491 -2.863316 0.0 -0.1 0.1 -0.51
C 3.937360 2.198339 -2.912377 0.0 0.0 0.0 -1.02
C 4.772935 1.874981 -1.851020 0.0 0.0 0.0 -0.97
C 4.264731 1.166046 -0.776339 -0.1 0.0 0.0 -0.26
C 2.911234 0.803658 -0.715688 0.1 0.1 0.0 -1.29
P 2.378258 -0.210860 0.732587 0.0 0.4 -0.1 0.64
C 2.385003 0.876656 2.195846 0.0 0.0 0.1 0.32
C 1.820866 0.355320 3.365729 0.1 0.0 0.1 -0.42
C 1.924043 1.039845 4.568579 0.1 0.0 -0.1 -0.46
C 2.563552 2.274209 4.605009 0.0 0.0 0.0 -0.78
C 3.078302 2.826093 3.439338 0.0 -0.1 0.0 -0.88
C 2.994279 2.129354 2.236959 0.0 0.0 0.0 -0.55
C 3.841766 -1.269233 0.986078 -0.1 -0.3 0.0 0.67
C 4.389486 -1.941472 -0.110602 0.0 0.1 0.0 -0.59
C 5.489510 -2.770333 0.052116 0.0 0.1 0.0 -0.59
C 6.037512 -2.959048 1.315952 0.0 0.0 0.0 -0.62
C 5.489472 -2.307195 2.410519 0.0 0.0 0.0 -0.75
C 4.393947 -1.464538 2.248195 0.1 0.0 0.0 -0.63
C -0.801535 0.669307 -3.118621 0.0 0.2 -0.4 1.01
C -0.678229 1.662758 -4.106006 -0.1 -0.1 0.1 -0.78
C -1.332426 1.605646 -5.329268 0.0 0.0 0.1 -1.05
C -2.159841 0.531040 -5.595134 0.0 -0.1 0.1 -0.89
C -2.325006 -0.454285 -4.630077 0.0 0.1 0.0 -0.80
C -1.657846 -0.423010 -3.393799 -0.2 0.2 -0.1 1.98
P -2.069960 -2.024811 -2.551198 0.3 -0.2 -0.1 -0.39
C -0.502939 -2.954804 -2.780952 0.1 -0.1 0.1 0.11
C -0.533074 -4.337119 -2.556885 0.1 0.0 0.0 -0.29
C 0.591153 -5.119895 -2.786614 -0.1 0.2 0.0 -0.75
C 1.763902 -4.532496 -3.255221 -0.1 0.0 0.0 -0.48
C 1.808399 -3.165287 -3.474179 -0.1 0.0 0.0 -0.71
C 0.680516 -2.381828 -3.238813 0.1 0.0 0.0 0.08
C -2.199993 -2.009356 -0.701497 -0.2 0.0 0.0 1.14
C -3.483265 -1.893612 -0.174363 0.0 0.1 0.1 -0.61
C -3.723183 -2.063160 1.190461 0.0 0.0 -0.1 -0.74
C -2.684441 -2.345570 2.066371 0.0 0.0 -0.1 -1.08
C -1.402081 -2.519211 1.557112 0.0 -0.1 0.0 0.36
C -1.175227 -2.381287 0.183794 0.3 -0.3 0.0 -0.92
H -0.924729 2.444992 6.949060 0.0 0.0 -0.1 0.39
H -0.147641 4.085253 5.266207 0.0 -0.1 0.0 0.48
H -0.325831 3.591639 2.871489 0.0 0.0 0.0 0.54
H -2.004014 -0.248161 3.801134 0.0 0.1 0.0 0.31
H -1.833802 0.258302 6.205109 0.0 0.0 -0.1 0.44
H -3.882914 0.931882 3.223737 0.0 0.0 0.0 0.43
H -6.282125 0.843217 2.731658 0.0 0.0 0.0 0.46
H -7.090513 1.016836 0.398055 0.1 0.0 0.0 0.40
H -5.451714 1.287065 -1.449677 0.0 0.0 0.1 0.50
H -3.050500 1.359246 -0.971928 0.0 0.0 0.1 0.23
H -2.299334 3.928927 1.673794 0.0 0.0 0.0 0.62
H -1.913302 5.966443 0.373242 0.0 0.0 0.0 0.44
H -0.448830 5.886567 -1.640580 0.0 -0.1 0.0 0.44
H 0.511935 3.765638 -2.365106 -0.1 0.0 0.1 0.35
H 1.976621 2.094314 -3.718274 0.0 0.0 0.1 0.34
H 4.327775 2.723892 -3.776696 0.0 0.0 0.1 0.47
H 5.819277 2.156846 -1.866543 -0.1 0.0 0.0 0.44
H 4.936802 0.875526 0.022658 0.0 0.0 0.0 0.63
H 1.326279 -0.613407 3.339727 0.0 0.1 0.0 0.36
H 1.495300 0.619472 5.472019 0.1 0.0 -0.1 0.54
H 2.645995 2.813624 5.543498 0.0 -0.1 -0.1 0.44
H 3.560307 3.797600 3.464319 0.0 -0.1 0.0 0.42
H 3.416670 2.561207 1.338026 0.0 0.0 0.0 0.39
H 3.976412 -1.787566 -1.101549 0.0 0.0 0.0 0.49
H 5.919675 -3.273881 -0.807252 0.0 0.1 0.1 0.47
H 6.894258 -3.609635 1.444303 0.0 0.0 0.0 0.41
H 5.920073 -2.443259 3.396131 0.0 0.0 -0.1 0.44
H 3.989163 -0.947334 3.107907 0.0 0.0 0.0 0.37
H -0.061783 2.533811 -3.914827 -0.1 -0.1 0.0 0.07
H -1.197490 2.397974 -6.056397 0.0 0.0 0.0 0.45
H -2.693889 0.459689 -6.535063 0.0 0.0 0.0 0.40
H -2.993959 -1.280058 -4.842942 0.0 0.0 0.0 0.41
H -1.452715 -4.805202 -2.216534 0.0 0.0 0.0 0.48
H 0.546529 -6.192048 -2.627043 0.0 0.1 0.0 0.50
H 2.634213 -5.144793 -3.462370 0.0 0.0 0.0 0.46
H 2.717272 -2.703104 -3.844160 -0.1 0.0 0.0 0.48
H 0.723632 -1.317696 -3.435207 0.0 0.0 0.0 0.45
H -4.313844 -1.687260 -0.840320 0.0 0.0 0.1 0.55
H -4.738548 -1.986390 1.563891 0.1 0.0 0.0 0.46
H -2.876424 -2.475577 3.124932 0.0 0.0 -0.1 0.51
H -0.582103 -2.802339 2.211572 0.0 0.0 -0.1 0.67
H -0.211725 -2.718308 -0.220923 -0.1 0.0 0.0 -0.48
C 0.599155 -5.625675 1.104639 -0.1 0.0 0.1 -1.02
S 1.694415 -4.248748 0.709729 0.2 -0.1 0.0 0.43
C 2.968691 -5.206758 -0.132851 0.0 -0.1 0.0 -0.86
H 0.121270 -6.008941 0.202738 0.0 0.0 0.0 0.18
H -0.169155 -5.274275 1.794347 0.0 0.0 -0.1 0.29
H 1.163529 -6.421060 1.592052 0.0 0.0 0.0 0.45
H 3.473219 -5.868201 0.572534 0.0 0.0 0.0 0.43
H 3.694176 -4.514698 -0.549758 0.0 0.0 0.0 0.02
H 2.525081 -5.787467 -0.940966 0.0 0.0 0.1 0.28
```
Forces are in eV/Å.

Computed properties:
E_tot ... -5653.68945 a.u.
F_max ... 0.6 eV/Å
Total charge ... +1

=====

The lowest E_tot belongs to which entry? C56H48P3SSiZn